# 1
The following is a quantum chemistry calculation of a 2-piece molecular cluster, C2H4BrN overall, from the Open Molecules 2025 dataset.

Geometry as XYZ:
```
8
C2H4BrN (the ωB97M-V functional and the def2-TZVPD basis)
C -0.53 -0.68 -0.79
C 0.12 -0.27 0.53
N -1.14 -1.71 -1.06
Br -1.89 -2.23 -2.69
H -0.58 0.70 -2.25
H 0.23 -1.31 1.00
H -0.65 0.37 1.15
H 0.99 0.29 0.16
```

Results
energy relative to the best compared isomer or geometry (same formula, charge and spin)	441.1	kJ/mol
highest occupied orbital energy (alpha / beta)	-8.94 / -8.93	eV
LUMO level (alpha / beta)	-0.0245 / -0.0245	Ha

Löwdin population analysis, charges in e, atoms 1 to 4: number 1, C, carries -0.413; number 2, C, carries -0.107; number 3, N, carries -0.477; number 4, Br, carries 0.587

# 2
The following is a quantum chemistry calculation of C3H9Cl2PSi as an isolated structure, from the Open Molecules 2025 dataset.

Geometry as XYZ:
```
16
C3H9Cl2PSi (the ωB97M-V functional and the def2-TZVPD basis)
C 1.39 -0.64 -0.95
C 0.27 0.52 1.71
C -1.72 0.04 -0.61
Si 0.08 0.51 -0.22
P 0.66 3.29 -0.86
Cl 1.09 3.04 -2.81
Cl -1.29 3.77 -0.98
H 2.20 -0.78 -0.35
H 1.03 -1.57 -1.16
H 1.85 -0.33 -1.77
H -0.35 1.27 2.17
H 0.03 -0.43 2.12
H 1.32 0.66 1.97
H -1.86 -0.70 -1.39
H -2.21 -0.23 0.25
H -2.31 0.94 -0.93
```

Results
energy relative to the best compared isomer or geometry (same formula, charge and spin)	102.1	kJ/mol
highest occupied orbital energy	-7.91	eV
LUMO level	0.0118	Ha

Löwdin population analysis, charges in e, atoms 1 to 4: number 1, C, carries -0.184; number 2, C, carries -0.223; number 3, C, carries -0.212; number 4, Si, carries 0.623

# 3
The following is a quantum chemistry calculation of C30H41BrClN4O5RuSi as an isolated structure, from the Open Molecules 2025 dataset.

Geometry as XYZ:
```
84
C30H41BrClN4O5RuSi (the ωB97M-V functional and the def2-TZVPD basis)
Ru 3.20 -0.28 -0.37
O 1.86 -0.42 5.51
C 2.22 -0.47 4.21
C 1.82 -1.52 3.37
C 2.22 -1.47 2.06
N 3.01 -0.49 1.63
C 3.34 0.55 2.39
C 2.98 0.60 3.72
C 4.02 1.68 1.60
O 4.49 2.63 2.18
O 3.98 1.50 0.31
C 1.68 -2.37 0.94
O 1.04 -3.36 1.21
O 1.90 -1.90 -0.25
H 1.33 -1.19 5.73
H 1.18 -2.32 3.71
H 3.24 1.44 4.33
Cl 5.05 -3.22 0.07
C 4.50 -2.85 -1.54
C 3.96 -3.88 -2.28
C 3.51 -3.63 -3.57
C 3.61 -2.36 -4.11
C 4.15 -1.34 -3.35
C 4.59 -1.54 -2.04
C 5.04 -0.40 -1.21
H 3.88 -4.87 -1.84
H 3.08 -4.44 -4.15
H 3.27 -2.16 -5.12
H 4.24 -0.34 -3.76
H 5.29 0.50 -1.76
H 5.75 -0.64 -0.42
C -2.06 3.52 0.37
C -2.89 2.31 -0.07
C -2.68 2.19 -1.59
C -4.37 2.63 0.19
Si -2.37 0.68 0.81
Br -0.11 0.71 0.72
C -2.80 0.62 2.68
C -1.95 -0.42 3.44
C -4.28 0.28 2.89
C -2.52 1.98 3.34
C -2.86 -0.91 -0.14
C -4.34 -0.87 -0.56
C -2.64 -2.16 0.73
C -1.99 -1.13 -1.40
H -2.40 4.40 -0.18
H -1.00 3.38 0.15
H -2.15 3.75 1.43
H -2.91 3.15 -2.05
H -3.32 1.44 -2.05
H -1.64 1.95 -1.83
H -4.66 3.51 -0.40
H -4.56 2.86 1.24
H -5.04 1.81 -0.10
H -2.21 -1.45 3.18
H -2.14 -0.29 4.51
H -0.89 -0.28 3.26
H -4.54 -0.71 2.51
H -4.95 1.00 2.42
H -4.50 0.28 3.96
H -1.49 2.30 3.19
H -2.69 1.89 4.41
H -3.18 2.76 2.97
H -5.00 -0.69 0.29
H -4.61 -1.83 -1.00
H -4.54 -0.10 -1.31
H -3.32 -2.19 1.58
H -1.61 -2.24 1.09
H -2.84 -3.04 0.12
H -2.02 -0.29 -2.10
H -2.37 -2.02 -1.92
H -0.95 -1.31 -1.12
N -0.12 -0.16 -4.54
C 0.80 0.54 -3.83
C 1.33 0.01 -2.64
N 2.24 0.69 -1.95
C 2.65 1.88 -2.42
C 2.11 2.37 -3.59
N 1.20 1.71 -4.31
H -0.53 -1.00 -4.17
H -0.54 0.28 -5.34
H 1.03 -0.95 -2.24
H 3.37 2.42 -1.82
H 2.44 3.33 -3.98
```

Results
2S+1	2
energy relative to the best compared isomer or geometry (same formula, charge and spin)	18.2	kJ/mol
highest occupied orbital energy (alpha / beta)	-7.96 / -7.91	eV
LUMO level (alpha / beta)	-0.0219 / -0.0222	Ha

Löwdin population analysis, charges in e, atoms 1 to 4: number 1, Ru, carries 1.278; number 2, O, carries 0.093; number 3, C, carries -0.271; number 4, C, carries 0.065

# 4
The following is a quantum chemistry calculation of a 3-piece molecular cluster, C4H17N2O2 overall, from the Open Molecules 2025 dataset.

Geometry as XYZ:
```
25
C4H17N2O2 (the ωB97M-V functional and the def2-TZVPD basis)
C 1.17 -0.45 -1.04
C 1.62 -0.91 0.31
C 0.55 -1.64 1.15
C -1.92 -1.87 0.99
N -0.75 -0.95 0.99
N 0.26 0.77 -1.00
H 0.66 -1.26 -1.59
H 2.01 -0.17 -1.68
H 2.27 -1.82 0.15
H 2.11 -0.12 0.87
H 0.78 -1.75 2.20
H 0.34 -2.65 0.75
H -1.80 -2.46 0.09
H -2.81 -1.25 0.97
H -1.99 -2.65 1.76
H -0.87 -0.23 1.70
H -0.69 0.40 -0.96
H 0.35 1.31 -0.14
H 0.26 1.31 -1.87
H 0.00 2.11 2.14
H 1.50 2.49 2.11
O 0.88 1.82 1.84
H -1.77 2.27 -3.82
H -1.73 2.79 -2.34
O -1.33 2.18 -2.98
```

Results
energy relative to the best compared isomer or geometry (same formula, charge and spin)	104.9	kJ/mol
highest occupied orbital energy	-12.58	eV
net charge	+1
LUMO level	-0.1088	Ha

Löwdin population analysis, charges in e, atoms 1 to 4: number 1, C, carries -0.138; number 2, C, carries -0.181; number 3, C, carries -0.203; number 4, C, carries -0.108

# 5
The following is a quantum chemistry calculation of CH4IPS as an isolated structure, from the Open Molecules 2025 dataset.

Geometry as XYZ:
```
8
CH4IPS (the ωB97M-V functional and the def2-TZVPD basis)
C 1.36 -0.68 -0.17
P -1.50 1.64 0.13
S 0.46 0.09 1.19
I -2.69 0.01 -1.18
H 1.13 -0.18 -1.10
H 1.08 -1.73 -0.22
H 2.41 -0.57 0.06
H -2.25 1.43 1.29
```

Results
energy relative to the best compared isomer or geometry (same formula, charge and spin)	155.4	kJ/mol
highest occupied orbital energy	-8.71	eV
LUMO level	-0.0445	Ha

Löwdin population analysis, charges in e, atoms 1 to 4: number 1, C, carries -0.564; number 2, P, carries 0.163; number 3, S, carries 0.355; number 4, I, carries 0.227

Maximum force / eV/Å: 3.54 4.74 1.20 2.37 2.75